Formula: C12H17N
Source: the OMol25 dataset
Level of theory: the ωB97M-V functional and the def2-TZVPD basis

The geometry in XYZ format:
```
30
Properties=species:S:1:pos:R:3
H -1.74000 2.82284 -1.39527
H -2.20575 -0.75114 0.22895
C 2.66926 0.61634 1.74783
H -1.25713 0.77667 -0.21193
C 0.10969 -2.30773 -0.56292
H 3.66190 -2.60040 1.60277
H -2.72275 4.32543 -0.97134
C -2.60713 3.23667 -0.89096
H 1.67113 -3.70521 -0.07627
H 0.86393 1.51353 0.97663
H -0.48649 -2.98417 -1.15375
H 4.44398 -0.43038 2.35788
C -3.96014 1.89202 -2.59085
H -4.78177 3.31774 -1.18159
C 1.09256 -0.58970 0.45948
N 1.28752 -2.78326 -0.01383
C -1.42654 -0.28757 -0.34868
C 3.01212 -1.74793 1.44273
C -0.13326 -1.03400 -0.16970
H -4.10571 2.63025 -3.37817
H 3.15108 1.58228 1.89861
H -1.73213 -0.34828 -1.39847
C 1.92111 -1.72235 0.59184
C -3.95795 2.60393 -1.21761
H -4.80250 1.19799 -2.62990
C 3.46507 -0.51785 1.90976
H -3.06518 1.29570 -2.71271
H -2.41618 3.23531 0.19004
C 1.47131 0.62252 1.03740
H -4.22718 1.82575 -0.49547
```

HOMO level ... -7.711 eV
Structure (SMILES) ... Cc1c[nH]c2ccccc12.CCC
Lowest unoccupied orbital energy ... 0.0347 Eh
Gap between HOMO and LUMO ... 8.656 eV
ΔE to the lowest compared entry with this formula, charge and spin ... 21.8 kcal per mole


Formula: C12H17N
Source: the OMol25 dataset
Level of theory: the ωB97M-V functional and the def2-TZVPD basis

The geometry in XYZ format:
```
30
Properties=species:S:1:pos:R:3
C -0.04407 0.94565 1.55796
C 1.91725 0.03333 -1.45770
H -3.01340 2.26704 0.55610
C 2.11344 1.46231 -1.81731
H 1.88263 -0.52110 -2.42597
C -2.17533 2.01184 1.19275
N 0.44792 -0.32948 1.52838
H 1.37726 2.09190 -2.56546
H -2.54786 2.20430 2.24156
H 4.20857 2.23945 -2.22091
C -0.60232 -1.31181 1.10687
H 1.45350 -0.52413 1.58003
H 1.98839 2.12989 -0.93239
C -2.86427 -2.65144 0.49545
H 2.81328 -0.26492 -0.81201
H 0.89263 -0.04809 -0.99817
H -2.09723 -4.50204 1.47888
H -3.65736 -3.23643 0.15114
C 3.48668 1.64427 -2.54026
H 0.54296 1.73617 1.65265
H 0.19777 -3.14501 1.81344
C -1.85792 -3.39413 1.15569
C -1.39019 0.86284 1.19138
H -3.78806 -0.76057 0.35182
C -0.71512 -2.64291 1.40509
H 4.21169 0.62393 -2.43460
H -1.50495 2.91656 0.93613
H 3.36566 1.88708 -3.61468
C -1.72822 -0.51379 0.76182
C -2.91334 -1.21067 0.66230
```

HOMO level ... -7.380 eV
Structure (SMILES) ... Cc1c[nH]c2ccccc12.CCC
Lowest unoccupied orbital energy ... 0.0329 Eh
Gap between HOMO and LUMO ... 8.276 eV
ΔE to the lowest compared entry with this formula, charge and spin ... 94.8 kcal per mole


Formula: C12H17N
Source: the OMol25 dataset
Level of theory: the ωB97M-V functional and the def2-TZVPD basis

The geometry in XYZ format:
```
30
Properties=species:S:1:pos:R:3
C 2.43664 -1.83595 -0.83297
H -0.92259 1.93342 -3.73955
H 1.06140 -1.18825 4.24035
H 0.36745 0.43390 4.47634
H 2.99310 -3.53980 0.31286
C 1.98270 -2.06799 1.53375
C 1.58176 -0.75634 -0.96148
C 1.27617 -0.86950 1.45252
H -0.67847 -0.88409 4.06243
H 1.58726 -0.22935 -1.88452
H -0.24429 0.42301 -3.18648
H -3.82422 1.10817 -1.04416
H -2.23432 1.55169 -0.31893
H 3.11235 -2.07403 -1.64429
C 1.06804 -0.22681 0.22584
C -0.84266 1.27849 -2.87490
H -0.23701 1.79222 -2.13148
H -3.00096 2.61618 -1.55508
C 0.56314 -0.10212 2.45758
C -2.29014 0.93006 -2.46488
C 2.55581 -2.55459 0.37032
C 0.00277 0.93090 1.78793
C 0.31150 -0.48524 3.88365
H -2.92594 1.05201 -3.33719
C -2.86299 1.59436 -1.19720
H 2.00291 -2.70951 2.40462
H -0.49024 1.80684 2.18732
H -0.26171 1.36939 -0.27514
H -2.33149 -0.16005 -2.36682
N 0.24404 0.86300 0.41957
```

HOMO level ... -7.799 eV
Structure (SMILES) ... Cc1c[nH]c2ccccc12.CCC
Lowest unoccupied orbital energy ... 0.0351 Eh
Gap between HOMO and LUMO ... 8.753 eV
ΔE to the lowest compared entry with this formula, charge and spin ... 21.2 kcal per mole


Formula: C12H17N
Source: the OMol25 dataset
Level of theory: the ωB97M-V functional and the def2-TZVPD basis

The geometry in XYZ format:
```
30
Properties=species:S:1:pos:R:3
H 1.72536 4.31176 -0.75260
H -2.84323 -1.29343 -2.61578
H 2.59436 1.89364 0.81144
H 3.17324 3.40961 1.42474
H 0.01640 -0.50805 -3.12448
H -2.19422 1.25882 -1.44611
C -0.05443 -0.13542 2.28054
H 0.59666 -2.97629 -0.31452
H -2.09608 -0.42996 -3.95543
C -0.62335 -1.14306 -2.51754
H -0.11280 0.71576 2.95213
H 3.55874 2.91124 -0.23869
C 0.50855 -2.13831 0.35732
C -0.81057 -0.51985 -1.19077
C 2.79596 2.92511 0.52920
C -0.25181 -1.01438 0.02587
H 1.10610 -1.36791 3.60376
H 1.64762 -3.06049 1.89334
C -0.58919 -0.08650 1.02150
N -1.36444 0.91260 0.42746
C -1.97791 -1.26697 -3.27390
H 0.86715 2.89692 -0.53787
H -0.15315 -2.11600 -2.41076
H -1.87222 1.63042 0.92660
C 1.50302 3.57805 0.03096
C 1.01867 -2.21329 1.64764
C 0.78892 -1.22213 2.58355
H -2.05652 -2.19787 -3.83256
C -1.51164 0.66369 -0.85659
H 0.89865 4.03862 0.80261
```

HOMO level (spin up / spin down) ... -12.833 / -13.509 eV
Charge ... +1
Lowest unoccupied orbital energy (spin up / spin down) ... -0.1347 / -0.2493 Eh
Gap between HOMO and LUMO (spin up / spin down) ... 9.168 / 6.726 eV
ΔE to the lowest compared entry with this formula, charge and spin ... 6.5 kcal per mole
2S+1 ... 2
<S²> ... 0.7713


Formula: C12H17N2O3
Source: the OMol25 dataset
Level of theory: the ωB97M-V functional and the def2-TZVPD basis

The geometry in XYZ format:
```
34
Properties=species:S:1:pos:R:3
H 0.85714 0.37335 0.19999
O 0.06609 -0.92630 -1.18985
H -5.17300 1.68406 0.64032
C -4.62669 -0.25430 -0.11849
C 0.90659 -0.68676 -0.04200
H 2.41813 -0.88503 -1.56148
C 2.74462 1.81732 -1.16344
H -1.11780 -2.42303 -0.37372
H 1.41019 -1.42421 1.86575
C 2.34019 -0.98976 -0.47424
H 4.24106 -0.51784 0.05654
C -2.01105 0.67948 -0.08033
H 2.54602 -2.04323 -0.24087
O 1.52806 2.05872 -1.25193
H -1.48733 -1.89210 -1.99618
H -3.80195 -2.06771 -0.89784
C -3.05298 1.49748 0.33918
H 2.84086 1.29897 2.18471
H -1.00345 1.07631 -0.09409
C -4.36365 1.03830 0.32492
C -1.17228 -1.53346 -1.01055
C 3.26605 1.24645 0.19815
C -2.26694 -0.61481 -0.51799
H -5.64881 -0.61289 -0.14286
H -0.31375 -1.10064 1.74075
O 3.66364 1.94938 -2.01945
H 2.57746 2.74340 1.42155
H -2.82199 2.50145 0.67257
C -3.58678 -1.06597 -0.54010
H 0.39678 -2.55217 0.98522
H 4.30390 1.58989 0.25594
C 0.54868 -1.49160 1.19796
N 2.48421 1.73884 1.34450
N 3.30879 -0.21160 0.28737
```

HOMO level ... -4.132 eV
Structure (SMILES) ... C[C@@H](CN[C@H](N)C(=O)[O-])OCc1ccccc1
Charge ... -1
Lowest unoccupied orbital energy ... 0.1111 Eh
Gap between HOMO and LUMO ... 7.155 eV


Formula: C12H17N3O4
Source: the OMol25 dataset
Level of theory: the ωB97M-V functional and the def2-TZVPD basis

The geometry in XYZ format:
```
36
Properties=species:S:1:pos:R:3
O 4.63289 -0.67755 -0.35221
H -2.49995 3.47459 1.12084
O -0.63929 -1.93713 0.75528
N -1.94498 -0.07735 0.65101
H 6.06173 -1.97937 0.37978
H 3.30495 1.25602 -1.29969
O 1.88416 3.24061 -0.77169
H 2.04239 0.15217 -1.89414
H -3.67371 -2.49872 -2.16758
C -1.72109 -1.41659 0.61411
H -4.47310 -0.90781 -2.23576
C 0.29260 2.77519 0.98525
H -2.76570 -3.16633 -0.07806
N 1.65262 1.09951 -0.06569
C 2.79156 -1.75535 0.28698
C 2.58123 0.49447 -0.99826
H 3.91955 -3.42425 1.24507
N -0.91789 0.77248 0.87095
H -2.89169 0.25157 0.46324
C 1.36330 2.40792 -0.06239
C -2.16481 2.84829 0.29437
C 5.00933 -1.79692 0.28982
H -1.86187 3.50407 -0.52006
H -3.00142 2.23875 -0.04138
H 0.13329 3.85145 0.94686
C -0.98325 2.03215 0.72694
H 1.05959 0.47731 0.47281
H 1.76155 -2.00496 0.44487
O -3.96751 -1.49327 -0.38001
C -3.01567 -2.20198 0.38110
C 3.92240 -2.49817 0.70805
H -3.47847 -2.38931 1.35537
H 0.69623 2.50064 1.96048
H -2.71141 -1.01420 -1.96966
C -3.68019 -1.48200 -1.76101
C 3.28264 -0.65595 -0.35557
```

HOMO level ... -8.333 eV
Structure (SMILES) ... COCC(=O)N/N=C(\C)CC(=O)NCc1ccco1
Lowest unoccupied orbital energy ... 0.0178 Eh
Gap between HOMO and LUMO ... 8.817 eV
ΔE to the lowest compared entry with this formula, charge and spin ... 41.4 kcal per mole


Formula: C12H17N5O
Source: the OMol25 dataset
Level of theory: the ωB97M-V functional and the def2-TZVPD basis

The geometry in XYZ format:
```
35
Properties=species:S:1:pos:R:3
N -3.55335 4.41355 -3.33944
H 2.48030 -1.54654 4.14486
H 2.41385 -3.97491 2.15811
C -2.16770 1.14864 -3.23913
H 4.47795 -3.28867 2.63476
N -4.85273 6.05109 -1.84909
C -1.07583 0.37713 -2.76752
C -0.55865 0.55347 -1.47061
H -4.12785 2.51176 -3.99634
C 3.73563 -2.50010 2.70837
H -2.57823 0.84859 -4.18444
H 4.02625 -2.38434 4.82838
H -2.83311 2.94029 -0.55094
N 1.70205 -0.88958 1.16653
C 2.63374 -2.99383 1.83048
H -4.57933 2.91161 -2.39663
H 2.38823 -0.98575 0.37611
C 3.18696 -2.38359 4.13334
O 1.31921 -1.04468 -1.58097
C -3.78645 2.95372 -3.06843
C -2.21982 2.23980 -1.17050
H 0.56634 -2.65607 1.22114
H -0.27147 -0.11607 1.07838
C -2.72402 2.16022 -2.42185
H -0.51070 -0.25613 -3.38341
C -1.21095 1.45896 -0.61944
C 1.32258 -2.14779 1.77616
N 0.55001 -0.30258 0.51709
H 4.13691 -1.47332 2.37825
H 3.22801 -3.04084 0.87176
H 0.97309 -1.93802 2.80519
H -0.94945 1.64531 0.44384
C 0.49662 -0.37432 -0.89881
N -4.22427 5.33457 -2.53456
H 2.58619 -3.25159 4.39937
```

HOMO level ... -8.725 eV
Lowest unoccupied orbital energy ... 0.0017 Eh
Gap between HOMO and LUMO ... 8.771 eV
ΔE to the lowest compared entry with this formula, charge and spin ... 119.3 kcal per mole